C30H35Ge2MnN6O8SSe | the ωB97M-V functional and the def2-TZVPD basis

- Total energy: -10199.134370 Eh
- Energy relative to the best compared isomer or geometry (same formula, charge and spin): 0.327 eV
- Lowest unoccupied orbital energy (spin up / spin down): 4.01 / 4.00 eV
- Expectation value of S²: 6.11
- Total charge: -2
- Molecular weight: 918.8 g/mol
- HOMO-LUMO gap (spin up / spin down): 5.973 / 6.270 eV
- Multiplicity: 5

Element x y z (Å)
Mn -0.6214 -0.8966 0.9082
C 1.8440 3.7996 3.4905
C 1.7455 2.5761 4.3950
N 1.9723 1.3325 3.6831
C 0.9772 0.8013 2.8494
S 1.0213 -0.9467 2.5893
N 0.0824 1.5456 2.3407
N -0.8538 0.8491 1.5690
C -1.4977 1.6258 0.5142
C -1.9121 3.0117 0.9582
C -2.6467 0.7234 0.0695
C -3.9608 1.1054 -0.1290
C -4.8500 0.1859 -0.6433
C -4.3921 -1.0747 -1.0048
C -3.0715 -1.3908 -0.7707
N -2.2304 -0.5264 -0.1910
H 1.6833 4.7139 4.0725
H 1.0922 3.7380 2.7059
H 2.8307 3.8477 3.0211
H 0.7594 2.5690 4.8787
H 2.5073 2.6402 5.1741
H 2.4587 0.6117 4.1852
H -1.0193 3.5284 1.2981
H -2.6362 2.9554 1.7780
H -2.3298 3.5767 0.1199
H -4.2631 2.1180 0.0950
H -5.8863 0.4611 -0.7973
H -5.0422 -1.8071 -1.4632
H -2.6656 -2.3526 -1.0540
O -2.8534 -6.0680 1.5428
C -3.3641 -5.2850 2.4700
O -4.2159 -5.6654 3.2441
C -2.8463 -3.8891 2.5361
C -3.2070 -2.9640 3.4863
N -2.5535 -1.8234 3.1930
N -1.8041 -1.9542 2.1272
C -1.9500 -3.1904 1.6928
C -1.0506 -3.5908 0.5466
O -1.1027 -4.7527 0.1293
O -0.2773 -2.6687 0.1292
H -2.1606 -5.6028 0.9686
H -3.8603 -3.0636 4.3386
H -2.5692 -0.9293 3.6595
C 4.2261 -0.8772 1.4855
Ge 2.9704 -1.2053 -0.0072
C 4.2197 -1.0115 -1.5481
C 2.6996 -3.1475 0.1605
Ge 0.6252 0.3076 -0.8524
C 0.0511 -0.5550 -2.5383
C -1.1508 -0.2394 -3.1763
C -1.5560 -0.9269 -4.3158
C -0.7725 -1.9510 -4.8330
C 0.4213 -2.2878 -4.2024
C 0.8228 -1.5959 -3.0662
C 1.8782 1.7294 -1.4258
C 1.5537 2.5041 -2.5434
C 2.2929 3.6362 -2.8621
C 3.3781 4.0086 -2.0737
C 3.7200 3.2431 -0.9659
C 2.9628 2.1211 -0.6392
H 5.1744 -1.3638 1.2242
H 3.8168 -1.3232 2.3899
H 4.4088 0.1860 1.6681
H 5.1024 -1.6297 -1.3414
H 4.5263 0.0327 -1.6552
H 3.7692 -1.3338 -2.4914
H 3.6836 -3.6266 0.2061
H 2.1270 -3.5540 -0.6749
H 2.1530 -3.3578 1.0806
H -1.7846 0.5542 -2.7968
H -2.4887 -0.6518 -4.7958
H -1.0886 -2.4829 -5.7224
H 1.0332 -3.0932 -4.5930
H 1.7510 -1.8755 -2.5779
H 0.6995 2.2425 -3.1625
H 2.0071 4.2337 -3.7201
H 3.9463 4.9012 -2.3120
H 4.5670 3.5257 -0.3498
H 3.2071 1.5570 0.2571
O -1.5724 3.3856 -4.1893
Se -2.1290 3.2562 -2.6360
O -3.4861 2.3095 -2.5583
O -0.6378 1.7507 -0.6076
O -2.4082 4.7306 -1.9445

Per-atom Mulliken charges, elementary charge units: -0.72 -0.72 -0.47 -0.10 0.20 -0.66 -0.77 0.41 0.89 -1.68 0.24 -0.82 -0.70 -1.37 -0.25 0.52 0.39 -0.02 0.22 0.27 0.41 0.30 0.14 0.31 0.34 0.46 0.42 0.47 0.66 -0.56 0.33 -0.67 0.34 -0.45 -0.63 0.96 -0.17 0.94 -0.99 -0.16 0.44 0.51 0.24 -1.53 1.51 -1.37 -1.39 1.19 0.39 -0.03 -1.01 -0.59 -0.95 -0.24 0.67 -0.62 -0.83 -0.46 -0.84 -0.32 0.53 0.41 0.34 0.57 0.39 0.38 0.60 0.35 0.27 0.44 0.48 0.34 0.38 -0.09 0.37 0.44 0.35 0.39 0.34 -0.67 1.00 -0.63 -0.35 -0.74